(1)
{"formula": "C41H57BCeN6O4S3", "method": "wB97M-V/def2-TZVPD", "gap_ev": [5.48, 5.48], "relative_energy_ev": 1.365, "e_tot_ev": -106675.28385, "total_charge": 2, "symbols": ["Ce", "S", "S", "S", "O", "O", "O", "O", "N", "N", "N", "N", "N", "N", "C", "C", "C", "C", "C", "C", "C", "C", "C", "C", "C", "C", "C", "C", "C", "C", "C", "C", "C", "C", "C", "C", "C", "C", "C", "C", "C", "C", "C", "C", "C", "C", "C", "C", "C", "C", "C", "C", "C", "C", "C", "B", "H", "H", "H", "H", "H", "H", "H", "H", "H", "H", "H", "H", "H", "H", "H", "H", "H", "H", "H", "H", "H", "H", "H", "H", "H", "H", "H", "H", "H", "H", "H", "H", "H", "H", "H", "H", "H", "H", "H", "H", "H", "H", "H", "H", "H", "H", "H", "H", "H", "H", "H", "H", "H", "H", "H", "H", "H"], "positions_angstrom": [[3.860, -19.270, -2.316], [4.272, -18.255, 0.259], [6.528, -19.401, -1.894], [3.587, -16.804, -3.222], [6.209, -23.760, -8.949], [3.991, -19.438, -4.905], [4.469, -21.065, -3.598], [5.235, -21.755, -9.464], [5.219, -15.340, -1.572], [3.400, -14.305, -2.126], [6.950, -16.876, -2.839], [6.628, -16.887, -0.180], [7.767, -18.416, -4.210], [6.275, -17.641, 1.836], [4.047, -13.550, -1.204], [0.878, -19.872, -3.041], [4.346, -20.596, -4.784], [9.438, -19.597, -5.792], [1.129, -19.403, 0.663], [3.001, -21.775, 0.222], [5.146, -22.773, -5.535], [4.619, -21.547, -5.897], [5.785, -17.600, 0.598], [4.310, -17.792, 3.325], [7.170, -18.194, -3.010], [5.762, -19.848, 2.697], [5.652, -23.614, -6.520], [0.058, -19.379, -4.213], [2.249, -21.677, -2.106], [1.392, -21.792, -4.510], [2.123, -13.830, -2.736], [1.518, -19.882, -0.722], [1.818, -12.417, -2.337], [5.722, -23.224, -7.848], [5.713, -18.338, 3.017], [8.468, -19.747, -4.597], [7.437, -16.957, 1.878], [0.918, -19.289, -1.779], [4.546, -21.093, -7.275], [9.331, -20.083, -3.385], [5.057, -22.006, -8.142], [7.989, -17.205, -4.774], [3.012, -22.985, -2.287], [0.159, -18.027, -1.417], [1.506, -21.123, -3.198], [7.472, -16.236, -3.952], [4.127, -15.442, -2.316], [7.379, -20.701, -4.954], [6.484, -17.972, 4.290], [0.955, -14.739, -2.231], [2.221, -21.069, -0.859], [7.671, -16.425, 0.682], [5.226, -14.142, -0.825], [5.898, -22.913, -10.062], [2.239, -13.783, -4.283], [6.578, -16.150, -1.544], [0.747, -15.632, -2.805], [8.516, -17.085, -5.736], [2.614, -11.759, -2.580], [5.200, -23.443, -10.677], [0.992, -12.181, -3.030], [6.825, -22.706, -10.577], [6.813, -19.998, 2.524], [4.268, -16.749, 3.506], [0.500, -22.370, -4.586], [8.011, -16.860, 2.730], [1.325, -18.328, 0.846], [3.873, -23.088, -1.628], [7.388, -18.608, 4.473], [0.067, -14.054, -2.208], [7.385, -15.151, -4.068], [7.861, -21.537, -5.471], [2.905, -12.999, -4.539], [-0.548, -18.326, -0.616], [9.862, -21.064, -3.564], [2.693, -22.832, 0.379], [8.516, -15.916, 0.255], [3.641, -12.618, -0.879], [6.039, -13.929, -0.121], [9.884, -20.560, -5.837], [3.343, -23.107, -3.308], [4.082, -21.705, -0.055], [5.253, -19.989, 1.757], [2.328, -23.795, -2.079], [8.816, -20.206, -2.465], [5.216, -23.150, -4.525], [4.227, -20.081, -7.662], [8.862, -19.482, -6.715], [1.211, -13.733, -4.747], [4.058, -18.164, 4.284], [5.418, -20.543, 3.499], [6.809, -16.901, 4.326], [0.814, -17.219, -1.013], [6.803, -20.914, -4.062], [0.731, -19.267, -5.095], [10.111, -19.332, -3.336], [6.157, -24.549, -6.223], [1.662, -19.987, 1.394], [1.377, -21.109, -5.349], [0.062, -19.594, 0.799], [3.509, -17.998, 2.618], [2.647, -14.719, -4.609], [-0.761, -20.032, -4.465], [7.426, -15.370, -1.440], [2.225, -22.445, -4.715], [10.114, -18.795, -5.541], [-0.374, -17.622, -2.270], [1.144, -14.941, -1.188], [6.666, -20.324, -5.643], [3.125, -21.314, 1.208], [-0.312, -18.378, -4.084], [5.980, -18.290, 5.248], [1.522, -12.231, -1.308]], "mulliken_charge": [-0.536, 0.204, -0.283, 0.176, -0.489, -0.780, -0.440, -0.505, 0.734, 0.416, 0.474, 1.008, 0.380, 0.449, -0.354, 0.802, 1.679, -2.108, -1.963, -1.727, -0.120, 0.360, -0.660, -1.557, 0.021, -1.041, -1.389, -1.878, 0.625, -2.227, 1.549, 1.261, -2.507, 0.676, 1.081, 1.257, -0.509, 1.076, -0.962, -1.622, 0.538, -0.799, -1.603, -1.922, 1.415, -0.684, 0.070, -1.598, -1.864, -1.556, 0.344, -1.463, -1.331, -0.214, -1.621, 0.099, 0.324, 0.522, 0.658, 0.288, 0.541, 0.274, 0.484, 0.453, 0.506, 0.704, 0.258, 0.401, 0.402, 0.428, 0.648, 0.543, 0.435, 0.369, 0.422, 0.412, 0.661, 0.596, 0.656, 0.539, 0.161, 0.287, -0.100, 0.432, 0.388, 0.386, 0.378, 0.409, 0.432, 0.608, 0.410, 0.423, 0.103, 0.216, 0.294, 0.459, 0.358, 0.379, 0.501, 0.491, 0.101, 0.425, 0.370, -0.256, 0.507, 0.598, 0.545, 0.376, 0.625, 0.404, 0.510, 0.394, 0.484]}

***

(2)
{"formula": "C15H16Cl2N3O5Pd", "method": "wB97M-V/def2-TZVPD", "gap_ev": 6.53, "relative_energy_ev": 0.000, "e_tot_ev": -59049.98189, "total_charge": -1, "symbols": ["Pd", "Cl", "Cl", "O", "O", "O", "O", "O", "N", "N", "N", "C", "C", "C", "C", "C", "C", "C", "C", "C", "C", "C", "C", "C", "C", "C", "H", "H", "H", "H", "H", "H", "H", "H", "H", "H", "H", "H", "H", "H", "H", "H"], "positions_angstrom": [[0.005, -0.135, 0.161], [-5.883, -2.474, -2.384], [-0.810, -2.618, -4.173], [0.278, -0.008, 2.208], [0.325, 3.626, 2.428], [-0.206, -1.114, -1.641], [0.300, 1.223, 4.048], [-0.221, 2.282, 0.718], [-1.964, -0.391, 0.225], [2.028, 0.068, -0.050], [2.456, 1.359, 0.364], [-1.925, -2.127, -2.938], [-4.156, -0.220, 1.094], [4.842, 0.883, 0.391], [0.225, 1.123, 2.841], [0.106, 2.535, 1.922], [-2.439, -1.069, -0.860], [3.803, 1.851, -1.682], [-4.203, -2.072, -2.150], [-3.806, -1.362, -0.996], [-1.442, -1.432, -1.833], [-2.773, 0.032, 1.163], [3.750, 1.804, -0.149], [3.925, 3.210, 0.418], [-4.666, -0.912, 0.034], [-3.281, -2.442, -3.089], [-3.595, -2.983, -3.971], [4.756, 0.803, 1.474], [3.151, 3.877, 0.039], [3.703, 0.859, -2.128], [4.777, -0.118, -0.040], [2.262, -0.142, -1.031], [5.827, 1.279, 0.144], [4.758, 2.255, -2.019], [2.460, -0.629, 0.562], [3.007, 2.485, -2.071], [-4.795, 0.138, 1.888], [1.686, 2.013, 0.176], [3.836, 3.189, 1.502], [-2.318, 0.576, 1.979], [4.898, 3.615, 0.139], [-5.724, -1.120, -0.036]], "mulliken_charge": [0.715, -0.287, -0.239, -0.786, -0.718, -0.919, -0.693, -0.698, -0.045, -0.457, 0.052, 0.478, -0.902, -1.855, 0.607, 0.637, 0.019, -1.733, 0.653, 0.109, 0.595, -0.073, 1.499, -1.784, -0.643, -0.774, 0.429, 0.397, 0.414, 0.424, 0.365, 0.291, 0.471, 0.432, 0.322, 0.373, 0.399, 0.349, 0.426, 0.294, 0.450, 0.403]}

***

(3)
{"formula": "C5H5Cl", "method": "wB97M-V/def2-TZVPD", "gap_ev": [8.86, 8.14], "relative_energy_ev": 5.239, "e_tot_ev": -17782.32104, "total_charge": 0, "symbols": ["Cl", "C", "C", "C", "C", "C", "H", "H", "H", "H", "H"], "positions_angstrom": [[3.450, 0.145, 1.372], [1.990, -0.235, 0.697], [-1.556, 0.279, -0.277], [-0.120, -0.128, -0.173], [0.241, -1.139, -0.888], [0.900, 0.471, 0.623], [-1.895, 0.677, 0.720], [0.844, 1.390, 1.103], [-0.141, -1.953, -1.427], [-1.605, 1.105, -1.012], [-2.108, -0.613, -0.739]], "mulliken_charge": [-0.124, -0.187, -0.985, 1.098, -0.918, -0.523, 0.297, 0.406, 0.376, 0.258, 0.302]}

***

(4)
{"formula": "C32H37ClN2PdSi2", "method": "wB97M-V/def2-TZVPD", "gap_ev": [5.66, 4.02], "e_tot_ev": -68499.59808, "total_charge": 2, "multiplicity": 5, "symbols": ["Pd", "Cl", "Si", "Si", "N", "N", "C", "C", "C", "C", "C", "C", "C", "C", "C", "C", "C", "C", "C", "C", "C", "C", "C", "C", "C", "C", "C", "C", "C", "C", "C", "C", "C", "C", "C", "C", "C", "C", "H", "H", "H", "H", "H", "H", "H", "H", "H", "H", "H", "H", "H", "H", "H", "H", "H", "H", "H", "H", "H", "H", "H", "H", "H", "H", "H", "H", "H", "H", "H", "H", "H", "H", "H", "H", "H"], "positions_angstrom": [[0.925, -0.436, -0.495], [-0.762, -2.766, -1.686], [0.083, -4.776, -2.175], [3.591, -5.556, -1.550], [-0.987, -1.295, 0.580], [-0.590, 0.057, -2.158], [3.838, -1.683, -3.124], [3.976, -2.402, -1.947], [1.548, 1.552, -0.568], [0.674, -5.272, 2.518], [2.632, -1.773, -3.834], [-1.823, 0.803, -1.815], [2.794, -7.294, -1.108], [1.950, -3.754, -2.466], [5.443, -7.472, -4.670], [2.803, -0.201, 0.301], [4.170, -5.947, -3.288], [5.046, -7.048, -3.404], [-2.317, 0.582, -0.394], [0.100, -6.310, 1.771], [0.013, -6.235, 0.373], [1.342, -9.171, -1.623], [1.112, -4.108, 1.868], [1.563, -9.691, -0.346], [3.939, -5.873, -5.713], [3.010, -7.814, 0.174], [2.410, -9.016, 0.561], [1.960, -7.972, -2.017], [1.806, 0.157, 1.269], [4.931, -6.861, -5.824], [0.495, -5.106, -0.292], [3.534, -5.454, -4.443], [1.026, 1.239, 0.736], [2.633, 0.659, -0.835], [1.721, -2.779, -3.465], [0.946, -4.024, 0.490], [3.010, -3.379, -1.536], [-2.316, -0.866, 0.054], [1.604, -3.297, 2.423], [3.078, -3.488, -0.443], [-0.440, -7.054, -0.185], [4.538, -5.328, -0.454], [1.670, -0.316, 2.242], [-0.055, 0.549, -2.868], [3.602, -0.924, 0.424], [-0.841, -0.848, -2.579], [-2.574, -1.543, -0.772], [-3.064, -1.008, 0.845], [2.647, -4.819, -4.395], [0.671, -9.688, -2.328], [0.774, -2.722, -4.007], [0.159, 1.697, 1.192], [-0.932, -2.319, 0.508], [5.289, -7.163, -6.811], [-0.247, -7.218, 2.264], [3.652, -7.281, 0.876], [5.301, -7.638, -2.521], [3.474, -5.456, -6.609], [-1.778, 1.222, 0.318], [-1.602, 1.865, -1.966], [4.652, -1.018, -3.481], [1.226, -3.059, 0.026], [1.161, 2.306, -1.248], [1.056, -10.613, -0.027], [3.248, 0.653, -1.731], [-2.612, 0.516, -2.526], [1.796, -7.582, -3.024], [4.866, -2.248, -1.315], [0.819, -5.373, 3.599], [-1.243, -5.168, -2.765], [2.425, -1.053, -4.651], [-3.362, 0.917, -0.388], [6.139, -8.312, -4.763], [2.573, -9.422, 1.558], [-0.882, -1.078, 1.563]], "mulliken_charge": [0.317, -0.292, 0.017, 0.930, -0.183, -0.166, -0.707, -0.960, -0.500, -0.788, -0.793, -0.848, 0.316, 0.290, -0.729, -0.314, 0.524, -0.589, -0.255, -0.643, -0.809, -0.818, -0.949, -0.449, -0.945, -0.586, -0.656, -0.092, -0.609, -0.446, 1.047, 0.066, -0.593, -0.580, -0.995, 0.170, 0.854, -0.838, 0.463, 0.554, 0.433, -0.300, 0.497, 0.262, 0.574, 0.241, 0.385, 0.554, 0.479, 0.401, 0.502, 0.562, 0.120, 0.403, 0.459, 0.373, 0.372, 0.421, 0.021, 0.362, 0.529, 0.454, 0.550, 0.398, 0.460, 0.406, 0.592, 0.522, 0.434, -0.001, 0.490, 0.442, 0.413, 0.457, 0.316]}

***

(5)
{"formula": "C4H6N2O", "method": "wB97M-V/def2-TZVPD", "gap_ev": 8.54, "relative_energy_ev": 1.646, "e_tot_ev": -9271.85610, "total_charge": 0, "symbols": ["O", "N", "N", "C", "C", "C", "C", "H", "H", "H", "H", "H", "H"], "positions_angstrom": [[-2.081, -1.587, 0.162], [-0.881, 0.443, 0.221], [0.808, 2.203, -0.071], [-0.891, -0.949, 0.048], [0.354, -1.412, -0.216], [0.476, 0.832, 0.001], [1.236, -0.263, -0.201], [0.614, 2.519, -1.018], [0.224, 2.770, 0.539], [-1.910, -2.533, 0.053], [-0.895, 0.680, 1.215], [2.308, -0.264, -0.327], [0.638, -2.439, -0.405]], "mulliken_charge": [-0.501, -0.362, -0.617, 0.342, -0.354, 0.004, -0.557, 0.277, 0.282, 0.333, 0.336, 0.430, 0.387]}

***

(6)
{"formula": "C8H13NO3SV", "method": "wB97M-V/def2-TZVPD", "gap_ev": [5.25, 7.10], "relative_energy_ev": 0.838, "e_tot_ev": -52659.54840, "total_charge": -1, "multiplicity": 3, "symbols": ["V", "S", "O", "O", "O", "N", "C", "C", "C", "C", "C", "C", "C", "C", "H", "H", "H", "H", "H", "H", "H", "H", "H", "H", "H", "H", "H"], "positions_angstrom": [[0.914, -0.047, -0.511], [-0.401, 1.144, 1.787], [-1.108, 0.548, 2.904], [1.047, 0.763, 1.711], [-1.116, 0.981, 0.470], [2.627, -0.015, -0.210], [-1.131, -1.737, 0.529], [0.163, 0.617, -2.377], [-0.394, 2.912, 2.104], [1.139, -2.133, 0.240], [0.137, -1.787, 1.205], [0.495, -2.144, -1.065], [-1.198, 0.412, -2.199], [-0.910, -1.967, -0.836], [-2.102, -1.686, 1.011], [-1.400, 3.236, 2.357], [3.379, 0.634, -0.549], [0.621, 1.640, -2.309], [0.974, -2.384, -2.013], [0.270, -1.805, 2.291], [0.282, 3.111, 2.931], [-1.712, -0.408, -2.753], [2.164, -2.443, 0.468], [-1.694, -2.023, -1.588], [-0.047, 3.400, 1.201], [0.823, -0.072, -2.955], [-1.820, 1.252, -1.846]], "mulliken_charge": [0.618, 1.235, -0.677, -0.581, -0.599, -0.560, -0.419, -0.510, -1.096, -0.606, -0.273, -1.088, -0.691, -0.272, 0.385, 0.326, 0.078, 0.338, 0.496, 0.430, 0.345, 0.330, 0.440, 0.654, 0.261, 0.193, 0.244]}

***

Repeat the third record exactly.
{"formula": "C5H5Cl", "method": "wB97M-V/def2-TZVPD", "gap_ev": [8.86, 8.14], "relative_energy_ev": 5.239, "e_tot_ev": -17782.32104, "total_charge": 0, "symbols": ["Cl", "C", "C", "C", "C", "C", "H", "H", "H", "H", "H"], "positions_angstrom": [[3.450, 0.145, 1.372], [1.990, -0.235, 0.697], [-1.556, 0.279, -0.277], [-0.120, -0.128, -0.173], [0.241, -1.139, -0.888], [0.900, 0.471, 0.623], [-1.895, 0.677, 0.720], [0.844, 1.390, 1.103], [-0.141, -1.953, -1.427], [-1.605, 1.105, -1.012], [-2.108, -0.613, -0.739]], "mulliken_charge": [-0.124, -0.187, -0.985, 1.098, -0.918, -0.523, 0.297, 0.406, 0.376, 0.258, 0.302]}

***

Number 2 is which compound?
C15H16Cl2N3O5Pd